1.
15
Properties=species:S:1:pos:R:3:forces:R:3:lowdin_charge:R:1 method="wB97M-V/def2-TZVPD" total_charge=+1 energy_ha=-726.64000 lumo_ha=-0.133 de_lowest_ev=1.453 homo_ev=-15.28
C -1.129786 0.265233 0.380032 -0.39 -4.05 2.14 -0.3233
C -0.005487 -0.723761 0.651919 -1.23 -1.75 -0.01 -0.5523
C 0.607319 -0.263128 -0.686357 0.23 0.66 0.51 -0.2673
C 2.010850 0.310266 -0.672586 1.42 -0.20 -0.52 -0.0382
N -0.430632 0.793738 -0.543255 0.37 3.09 -3.15 0.1634
N -2.301106 0.145236 0.957221 -2.36 2.38 -0.46 0.2222
Cl -0.459845 -2.403186 1.000383 0.03 0.29 -0.43 0.6924
H 0.492583 -0.410540 1.526179 1.06 0.63 0.76 0.1074
H 0.315095 -0.889625 -1.548255 0.44 0.09 0.52 0.1674
H 2.106070 1.144253 0.061698 -0.05 -1.02 0.01 0.0987
H 2.227181 0.849663 -1.623626 -0.17 -0.72 0.32 0.0925
H 2.828395 -0.504303 -0.542172 -1.49 1.47 -0.07 0.1314
H -0.538703 1.590382 -1.179646 -0.41 -0.26 0.52 0.1980
H -2.627228 -0.747232 1.352204 1.01 0.46 -0.01 0.1308
H -3.094707 0.843004 0.866259 1.55 -1.09 -0.15 0.1767

***

2.
18
Properties=species:S:1:pos:R:3:forces:R:3:lowdin_charge:R:1 method="wB97M-V/def2-TZVPD" smiles="CCC/C=C/[NH3+]" total_charge=+1 energy_ha=-252.11251 lumo_ha=-0.162 de_lowest_ev=3.228 homo_ev=-13.73
C 2.389017 -0.762187 -0.025096 1.40 0.01 0.23 -0.1333
C 1.468537 -0.507544 -1.199742 -0.57 -0.66 0.66 -0.2318
C -0.053962 -0.673360 -0.751943 2.84 -1.39 0.35 -0.1848
C -0.448521 0.170420 0.398053 -1.12 -0.21 0.02 -0.0739
C -1.772591 0.235412 0.613133 -0.87 0.64 0.13 -0.0582
N -2.437503 1.581578 0.945449 0.73 -0.70 1.87 0.1996
H 2.131960 -1.568797 0.641381 -0.91 -0.16 0.45 0.0691
H 3.378005 -1.154107 -0.319638 -0.13 0.77 -0.30 0.0869
H 2.540836 0.186477 0.553053 -0.02 -0.93 -0.34 0.0883
H 1.862668 0.423595 -1.611276 -1.06 0.32 -0.24 0.1095
H 1.484884 -1.238698 -2.012073 0.68 -0.08 0.20 0.1092
H -0.588404 -0.631882 -1.686994 -1.06 0.38 0.32 0.1124
H -0.050199 -1.713307 -0.368924 -0.10 0.11 -0.53 0.1371
H 0.305464 0.509516 1.119790 -0.12 1.20 -0.91 0.1346
H -2.501218 -0.569670 0.593074 0.06 0.24 -1.27 0.1318
H -3.458735 1.651512 0.936746 0.07 -0.54 -0.73 0.1721
H -2.242307 1.865077 1.912497 0.52 0.41 -0.14 0.1704
H -2.007930 2.195965 0.262510 -0.33 0.60 0.23 0.1611

***

3.
18
Properties=species:S:1:pos:R:3:forces:R:3:lowdin_charge:R:1 method="wB97M-V/def2-TZVPD" total_charge=+1 energy_ha=-525.56036 lumo_ha=-0.267 de_lowest_ev=0.000 homo_ev=-14.88
C 1.631597 2.667054 -0.079711 0.65 -0.95 2.15 0.0855
C 0.483172 3.012982 -0.796722 -0.07 -0.79 -0.53 -0.0069
C 1.665530 1.560483 0.864549 -0.49 0.38 -2.42 -0.0018
C -0.441142 1.998101 -0.946192 -1.20 1.64 0.28 0.0861
C 0.774844 0.551345 0.817495 -2.64 2.38 -1.20 0.0969
C -0.332250 0.819137 -0.116738 1.20 -0.33 -1.06 -0.2124
C -0.287849 -2.667667 -2.438061 -3.28 0.74 -2.39 -0.1402
N -0.961695 -0.260330 -0.448249 0.97 -0.91 3.31 0.1534
F 0.323715 -1.995695 -1.498324 2.68 0.83 3.56 -0.0751
F -1.700805 -0.130376 -1.464784 -2.14 0.29 -2.65 0.0923
H 2.588043 3.211647 -0.074625 -0.80 0.28 -0.33 0.1454
H 0.384746 3.965817 -1.307333 0.13 -0.25 -0.08 0.1341
H 2.520437 1.383283 1.396588 2.15 0.13 1.47 0.0966
H -1.366144 2.172751 -1.586519 1.47 -0.50 0.87 0.1677
H 0.663184 -0.291404 1.438819 0.47 -1.03 0.52 0.1335
H 0.382886 -3.201518 -3.049974 0.85 -0.37 -0.97 0.0774
H -1.070842 -3.333553 -2.110304 -0.03 -0.42 0.77 0.0860
H -0.832214 -1.817120 -2.897017 0.07 -1.10 -1.30 0.0814

***

4.
13
Properties=species:S:1:pos:R:3:forces:R:3:lowdin_charge:R:1 method="wB97M-V/def2-TZVPD" energy_ha=-969.54174 lumo_ha=0.002 de_lowest_ev=2.601 homo_ev=-8.52
C 2.368022 -0.579594 -0.730285 1.03 -0.03 -0.80 -0.1834
C -0.086996 -0.085015 0.097812 2.79 -1.74 -1.61 -1.2085
C -2.530448 0.713966 0.911457 0.24 -1.73 0.58 -0.4485
H 2.759020 -0.615746 0.265063 0.17 0.19 0.81 0.0452
H 3.180672 0.115911 -1.346702 -2.40 -2.21 1.24 0.1405
H 2.256708 -1.678751 -0.988714 0.56 1.26 -0.45 0.0896
H 0.654199 0.307914 -1.971582 1.80 -0.71 5.17 0.2515
H -3.272678 1.460241 0.673318 -0.98 -0.52 -0.04 0.0216
H -2.048275 1.091544 1.780390 0.74 0.55 0.68 0.0102
H -2.748021 -0.381329 1.267014 -0.31 2.05 -1.43 0.0578
N 1.078334 0.062972 -0.707994 -3.76 2.20 -4.82 -0.2294
S -0.206030 -1.268084 1.230896 0.41 0.32 0.55 0.6247
S -1.404508 0.855970 -0.480672 -0.28 0.37 0.13 0.8288

***

5.
54
Properties=species:S:1:pos:R:3:forces:R:3:lowdin_charge:R:1 method="wB97M-V/def2-TZVPD" smiles="CC[C@H](C)[C@@]1(P(C)C)[C@H]([C@@H](Cl)[C@H](C)Cl)COS(=O)(=O)[C@@]1(COC)C(=O)[O-]" total_charge=-1 energy_ha=-2737.68619 lumo_ha=0.089 homo_ev=-3.97
C -0.415837 -3.699671 0.106879 0.11 -0.74 0.20 -0.1182
C -0.230092 -2.864400 -1.200491 -0.67 -1.26 -0.14 -0.2625
C -0.828906 -1.422315 -1.319107 -0.42 -0.53 -2.79 -0.3021
C -0.642769 -1.133337 -2.883696 0.81 0.58 0.27 -0.0773
C -0.299543 -0.249737 -0.344858 -1.20 -0.42 -0.79 -0.3569
P 1.262644 -0.850312 0.446811 0.59 1.56 0.92 0.9454
C 2.671710 -1.319174 -0.638761 -0.34 -1.81 -0.67 -0.2817
C 1.481035 -1.238886 2.202069 1.33 -1.55 1.39 -0.3016
C 0.063704 1.119115 -1.086048 -0.43 0.92 -0.73 -0.2580
C 1.163143 2.120523 -0.560755 1.04 0.91 -1.52 -0.6424
Cl 1.446545 2.456076 1.178157 -0.66 0.08 -0.18 0.6766
C 2.609891 1.918866 -1.261387 -0.09 -0.14 1.08 -0.6719
C 3.801884 1.832064 -0.258852 1.30 -0.23 -0.98 -0.2369
Cl 2.994274 3.390375 -2.324999 -0.35 -0.54 0.26 0.5306
C -1.196824 2.056091 -1.395671 1.63 1.13 -0.86 -0.2248
O -2.370603 1.346343 -1.782693 0.50 -0.54 2.34 -0.2203
S -3.000105 0.776563 -0.332859 -4.00 -0.22 -0.66 0.7582
O -4.057254 -0.131949 -0.710922 1.70 0.03 -0.33 -0.2669
O -3.566179 1.934557 0.345029 1.85 -0.36 -0.16 -0.2798
C -1.576721 -0.026387 0.610841 1.19 1.26 1.99 -0.2263
C -1.337989 1.003702 1.780884 0.01 1.10 0.79 -0.2374
O -2.391475 0.962550 2.772512 0.62 0.59 -0.68 -0.1959
C -2.512515 2.227042 3.418165 -0.69 -0.39 0.97 -0.1137
C -2.032706 -1.331692 1.388822 -0.62 -4.35 3.13 -0.6413
O -2.874077 -2.132755 0.948746 -0.13 1.58 -1.93 -0.0193
O -1.498377 -1.660918 2.530754 0.84 2.81 -2.31 -0.0751
H -1.459819 -4.096952 0.220232 0.88 0.67 -0.20 0.0799
H -0.179907 -3.181444 1.063580 -0.17 -0.26 -0.78 0.0344
H 0.247419 -4.610707 0.025999 -0.48 0.86 0.12 0.0716
H 0.815556 -2.989757 -1.603008 -0.78 0.66 0.60 0.0866
H -0.824874 -3.455449 -1.963847 0.51 0.67 0.67 0.1096
H -1.944798 -1.575336 -1.266821 1.05 0.40 0.66 0.1286
H -1.181350 -0.227048 -3.239427 0.31 -0.60 0.33 0.0696
H 0.454799 -0.988912 -3.114753 -0.94 -0.14 0.11 0.0708
H -0.977445 -1.996086 -3.502099 0.10 0.55 0.62 0.0770
H 3.682850 -0.937373 -0.367640 -0.92 0.16 -0.12 0.0292
H 2.400950 -1.065970 -1.700674 0.35 -0.05 1.02 0.0402
H 2.763000 -2.447557 -0.644886 0.06 0.98 -0.09 0.0375
H 2.533305 -0.959083 2.516802 -0.90 -0.01 -0.58 0.0404
H 1.444896 -2.355919 2.371894 -0.21 1.02 -0.09 0.0384
H 0.815620 -0.804064 2.976356 0.03 -0.10 -1.13 0.0389
H 0.483366 0.957066 -2.121146 -0.51 -0.54 1.11 0.1205
H 0.872207 3.126316 -0.985078 0.01 -1.04 0.66 0.0672
H 2.580468 1.074717 -1.992418 0.10 0.72 0.83 0.0741
H 4.716153 1.594436 -0.877954 -0.82 0.18 0.52 0.0783
H 3.724512 1.020747 0.496675 -0.39 0.70 -0.52 0.0425
H 4.044565 2.809866 0.231801 -0.62 -0.90 -0.40 0.0633
H -0.902636 2.684532 -2.284194 -0.36 -0.66 0.73 0.1390
H -1.359782 2.815775 -0.579883 -0.22 -1.01 -0.51 0.1232
H -0.398939 0.836486 2.355235 -0.45 -0.34 -0.92 0.0871
H -1.306388 2.072914 1.436361 0.12 -1.09 -0.16 0.0812
H -1.575662 2.841031 3.403317 -0.74 -0.41 -0.26 0.0893
H -2.723194 2.010335 4.503474 0.16 0.20 -0.93 0.0913
H -3.407729 2.765103 3.013535 0.93 -0.10 0.11 0.0901

***

6.
15
Properties=species:S:1:pos:R:3:forces:R:3:lowdin_charge:R:1 method="wB97M-V/def2-TZVPD" smiles=CC1(NS)CC1 energy_ha=-610.62597 lumo_ha=0.031 de_lowest_ev=3.476 homo_ev=-8.51
C 0.549208 -0.872792 -1.083692 -0.66 2.89 1.21 -0.0825
C 1.495091 0.117005 -0.535163 -1.00 -3.32 2.41 -0.0570
C 0.126899 -0.066896 0.120945 1.24 1.02 -1.47 -0.6254
C -0.054466 -0.538730 1.532818 0.15 -5.13 -2.03 -0.0411
N -0.725462 1.038237 -0.252725 -0.60 3.70 3.22 -0.4397
S -2.422153 0.664911 -0.437654 0.24 1.07 -0.79 0.6489
H 0.119563 -0.725297 -2.003513 -1.28 1.32 -1.94 0.0801
H 0.630834 -1.853360 -1.042944 1.11 -4.56 1.14 0.0581
H 2.289147 -0.304147 0.020832 0.93 -0.15 0.48 0.0943
H 1.681335 0.930860 -1.072952 0.66 3.33 -1.99 0.0588
H -0.124119 0.308644 2.067079 -0.57 2.74 2.41 0.0156
H 0.775749 -1.224163 2.005916 -1.61 1.21 -1.25 0.1262
H -1.044360 -1.112716 1.417795 1.27 0.70 1.18 0.0978
H -0.685883 1.943972 0.626180 0.11 -3.70 -3.30 0.1898
H -2.611384 1.694471 -1.362921 -0.01 -1.12 0.72 -0.1239

***

no.,orbital gap (eV)
1,11.7
2,9.3
3,7.6
4,8.6
5,6.4
6,9.3